1.
# C38H89B6F24N10O4

13 unconnected molecules or ions with the total composition C38H89B6F24N10O4 in a non-equilibrium geometry (the ωB97M-V functional and the def2-TZVPD basis, the OMol25 dataset).

Atoms and positions in Å:
C 11.539 -10.158 -8.741
C 11.966 -9.895 -7.277
N 12.085 -11.169 -6.514
C 12.942 -12.201 -6.842
C 12.900 -13.134 -5.839
N 11.901 -12.681 -4.982
C 11.447 -11.524 -5.380
C 11.410 -13.332 -3.756
H 11.578 -9.148 -9.157
H 10.584 -10.672 -8.683
H 12.221 -10.651 -9.435
H 11.231 -9.244 -6.810
H 12.961 -9.478 -7.128
H 13.590 -12.329 -7.693
H 13.346 -14.090 -5.629
H 10.652 -10.943 -4.914
H 11.104 -14.353 -3.966
H 10.547 -12.765 -3.398
H 12.174 -13.217 -2.991
C 15.963 -9.745 -3.766
C 16.290 -10.629 -4.997
N 17.684 -11.117 -4.929
C 18.805 -10.398 -5.231
C 19.889 -11.204 -5.007
N 19.397 -12.403 -4.568
C 18.070 -12.335 -4.490
C 20.232 -13.588 -4.302
H 16.763 -9.075 -3.465
H 15.686 -10.499 -3.032
H 15.098 -9.158 -4.073
H 16.163 -10.239 -6.006
H 15.588 -11.463 -4.973
H 18.723 -9.426 -5.688
H 20.928 -11.062 -5.245
H 17.418 -13.158 -4.248
H 20.689 -13.510 -3.320
H 20.961 -13.641 -5.106
H 19.520 -14.405 -4.403
C 12.468 -10.920 -1.451
C 13.091 -11.445 -0.177
N 12.106 -11.449 0.910
C 10.779 -11.192 0.714
C 10.193 -11.320 1.917
N 11.135 -11.639 2.875
C 12.310 -11.770 2.209
C 10.878 -11.757 4.319
H 11.639 -11.521 -1.812
H 13.194 -10.802 -2.258
H 12.111 -9.926 -1.183
H 13.961 -10.848 0.079
H 13.423 -12.481 -0.263
H 10.245 -10.796 -0.136
H 9.137 -11.197 2.112
H 13.260 -12.071 2.619
H 11.810 -12.213 4.648
H 10.036 -12.393 4.569
H 10.801 -10.794 4.818
C 12.412 -5.474 6.194
N 11.613 -6.201 5.164
C 12.587 -6.633 4.055
C 11.014 -7.478 5.738
C 10.483 -5.439 4.461
C 9.222 -5.271 5.341
O 9.469 -4.613 6.558
H 12.851 -4.585 5.744
H 13.227 -6.139 6.478
H 11.822 -5.219 7.069
H 12.080 -7.246 3.314
H 13.248 -7.280 4.628
H 13.020 -5.786 3.528
H 11.804 -8.228 5.803
H 10.265 -7.885 5.060
H 10.623 -7.168 6.703
H 10.414 -5.844 3.458
H 10.872 -4.415 4.434
H 8.724 -6.238 5.460
H 8.423 -4.810 4.751
H 9.619 -3.697 6.290
C 9.328 -10.838 9.040
N 10.679 -11.539 9.009
C 10.803 -11.961 7.539
C 11.729 -10.504 9.280
C 10.559 -12.703 9.967
C 11.504 -13.839 9.805
O 12.827 -13.347 9.802
H 8.565 -11.582 8.818
H 9.287 -10.201 8.155
H 9.046 -10.236 9.901
H 10.044 -12.723 7.379
H 11.789 -12.413 7.484
H 10.668 -11.065 6.948
H 12.688 -10.914 8.974
H 11.630 -10.269 10.337
H 11.588 -9.629 8.651
H 9.533 -13.057 9.870
H 10.581 -12.282 10.975
H 11.340 -14.397 8.877
H 11.197 -14.545 10.585
H 13.466 -14.038 9.994
C 17.643 -9.484 2.089
N 16.447 -8.908 1.310
C 16.742 -7.474 1.079
C 16.476 -9.598 -0.032
C 15.183 -9.260 2.028
C 13.949 -8.507 1.568
O 13.752 -8.442 0.140
H 17.318 -10.503 2.302
H 17.659 -8.977 3.052
H 18.570 -9.377 1.540
H 16.808 -6.897 2.001
H 15.968 -7.025 0.459
H 17.699 -7.363 0.574
H 17.543 -9.651 -0.259
H 15.968 -9.087 -0.842
H 16.225 -10.656 0.065
H 15.325 -9.005 3.079
H 15.034 -10.340 2.021
H 13.980 -7.418 1.733
H 13.032 -8.768 2.096
H 13.054 -7.806 -0.045
C 13.045 -17.712 1.351
N 12.089 -16.732 0.723
C 12.664 -15.360 0.791
C 11.927 -17.220 -0.696
C 10.780 -16.716 1.524
C 9.721 -15.671 1.146
O 9.518 -15.775 -0.241
H 14.059 -17.417 1.082
H 12.943 -18.790 1.270
H 12.960 -17.457 2.411
H 13.245 -15.144 -0.102
H 13.275 -15.327 1.687
H 11.968 -14.526 0.866
H 12.852 -17.505 -1.188
H 11.478 -16.387 -1.234
H 11.204 -18.029 -0.635
H 11.146 -16.578 2.539
H 10.310 -17.680 1.333
H 9.825 -14.625 1.448
H 8.792 -15.924 1.668
H 9.030 -15.012 -0.598
B 15.999 -13.731 0.969
F 16.546 -13.238 -0.246
F 15.024 -12.843 1.402
F 15.458 -15.004 0.763
F 17.053 -13.805 1.888
B 7.396 -10.071 5.304
F 8.461 -9.639 6.155
F 6.468 -9.001 5.411
F 7.902 -10.071 3.996
F 6.795 -11.246 5.710
B 10.649 -15.133 4.668
F 10.639 -14.348 5.839
F 9.411 -15.364 4.078
F 11.524 -14.459 3.775
F 11.345 -16.297 5.039
B 7.351 -12.796 -0.459
F 7.371 -13.710 0.651
F 8.155 -13.346 -1.506
F 6.015 -12.657 -0.780
F 7.786 -11.539 -0.022
B 13.955 -10.333 5.214
F 13.270 -9.796 4.078
F 14.950 -9.390 5.467
F 12.914 -10.409 6.173
F 14.457 -11.591 4.963
B 9.342 -9.224 -3.125
F 9.466 -10.619 -2.906
F 9.300 -8.957 -4.496
F 8.132 -8.837 -2.545
F 10.376 -8.465 -2.514

Computed properties:
Net charge: +1
HOMO-LUMO gap: 7.1 eV
Molecular weight: 1271.02 g mol⁻¹
Energy: -133244.4147 eV

2.
# C38H89N3O24Rb

A molecular structure, C38H89N3O24Rb in a non-equilibrium geometry (the ωB97M-V functional and the def2-TZVPD basis, the OMol25 dataset).

Atoms and positions in Å:
Rb 4.528 0.642 6.062
C -2.409 0.754 1.023
C -1.160 0.273 1.643
C -0.147 -0.573 0.685
O 0.930 -0.995 1.132
C -0.546 -0.767 -0.670
C -1.766 -0.355 -1.179
C -2.745 0.432 -0.293
O -3.792 1.054 -0.699
O -2.062 -0.776 -2.360
O -0.741 0.475 2.829
H -3.018 1.433 1.601
H 0.053 -1.439 -1.267
C 5.688 4.954 1.819
O 5.908 5.576 3.070
C 4.730 5.893 3.862
C 5.084 6.577 5.136
N 5.898 5.727 5.921
C 6.032 6.309 7.267
C 6.985 5.579 8.208
O 8.363 5.779 7.772
C 9.328 5.600 8.680
H 5.372 5.678 1.068
H 4.883 4.221 1.778
H 6.601 4.547 1.383
H 4.245 4.948 4.107
H 4.135 6.508 3.188
H 4.153 6.823 5.646
H 5.579 7.532 4.956
H 6.829 5.809 5.537
H 5.069 6.476 7.749
H 6.381 7.338 7.174
H 6.784 4.510 8.290
H 6.975 5.988 9.218
H 9.608 4.570 8.902
H 9.110 6.100 9.624
H 10.224 6.019 8.223
C 7.972 0.609 -7.722
O 7.500 -0.641 -7.292
C 6.298 -0.689 -6.626
C 6.467 -0.536 -5.117
N 7.498 -1.423 -4.662
C 7.986 -0.993 -3.388
C 9.233 -1.794 -3.054
O 10.332 -1.368 -3.891
C 10.853 -0.010 -3.724
H 8.336 1.183 -6.870
H 7.176 1.138 -8.246
H 8.798 0.406 -8.403
H 5.896 -1.680 -6.838
H 5.633 0.100 -6.976
H 5.537 -0.692 -4.571
H 6.888 0.460 -4.981
H 8.336 -1.444 -5.226
H 7.181 -1.144 -2.668
H 8.228 0.068 -3.326
H 9.022 -2.845 -3.253
H 9.497 -1.710 -2.000
H 10.155 0.771 -4.025
H 11.684 -0.026 -4.429
H 11.282 0.135 -2.732
C -4.145 -5.889 4.711
O -4.834 -5.547 3.477
C -4.507 -6.274 2.287
C -5.118 -5.579 1.030
N -6.525 -5.703 0.877
C -6.902 -5.014 -0.377
C -8.303 -5.254 -0.834
O -8.358 -6.648 -1.229
C -7.702 -6.930 -2.524
H -3.084 -5.657 4.622
H -4.378 -6.903 5.033
H -4.481 -5.377 5.613
H -4.988 -7.250 2.341
H -3.428 -6.420 2.231
H -4.625 -6.148 0.241
H -4.947 -4.504 0.973
H -6.800 -6.654 0.677
H -6.214 -5.271 -1.183
H -6.933 -3.944 -0.172
H -8.574 -4.619 -1.677
H -8.998 -5.096 -0.008
H -7.880 -7.976 -2.776
H -6.618 -6.817 -2.559
H -8.192 -6.374 -3.324
C -10.149 2.960 2.946
C -11.235 2.956 4.004
O -10.850 2.406 5.239
O -9.814 1.688 2.390
H -9.216 3.277 3.412
H -10.308 3.610 2.085
H -12.174 2.511 3.675
H -11.337 4.036 4.113
H -11.477 2.661 5.920
H -9.276 1.892 1.622
C -0.425 -8.792 -6.806
C -0.856 -7.412 -6.216
O 0.011 -6.390 -6.724
O 0.753 -9.387 -6.237
H -0.246 -8.634 -7.869
H -1.249 -9.504 -6.762
H -0.649 -7.425 -5.145
H -1.926 -7.237 -6.332
H -0.395 -5.576 -6.419
H 0.998 -10.186 -6.710
C -4.043 -2.677 -9.474
C -5.506 -2.520 -8.957
O -5.716 -3.024 -7.607
O -3.159 -1.677 -8.996
H -4.091 -2.634 -10.562
H -3.674 -3.684 -9.280
H -6.262 -2.959 -9.608
H -5.602 -1.439 -9.060
H -5.069 -2.563 -7.069
H -3.229 -1.589 -8.043
C -3.141 7.647 1.627
C -4.436 8.264 1.053
O -5.526 7.399 0.821
O -2.561 6.683 0.713
H -3.261 7.189 2.608
H -2.353 8.373 1.824
H -4.246 8.714 0.078
H -4.814 9.064 1.689
H -5.502 7.023 -0.062
H -3.060 5.890 0.922
C -1.978 4.872 -4.967
C -3.423 4.856 -5.539
O -4.366 5.315 -4.616
O -1.485 6.189 -4.739
H -1.282 4.460 -5.698
H -1.943 4.304 -4.038
H -3.668 3.892 -5.985
H -3.443 5.485 -6.428
H -4.515 4.520 -4.099
H -1.869 6.484 -3.911
C 6.347 -5.948 2.660
C 4.965 -6.659 2.496
O 4.359 -6.114 1.398
O 6.110 -4.539 2.982
H 6.925 -6.017 1.739
H 6.852 -6.408 3.509
H 4.291 -6.533 3.344
H 5.076 -7.740 2.412
H 3.859 -5.339 1.665
H 5.375 -4.225 2.451
C -2.308 3.344 8.954
C -2.657 1.879 9.379
O -2.968 1.097 8.273
O -1.127 3.451 8.197
H -2.352 4.035 9.795
H -3.143 3.690 8.344
H -3.489 1.901 10.084
H -1.847 1.501 10.001
H -2.412 1.278 7.512
H -1.156 2.791 7.500

Computed properties:
Net charge: -1
HOMO-LUMO gap: 1.6 eV
Molecular weight: 1057.60 g mol⁻¹
Energy: -95100.1232 eV
Energy relative to the best compared isomer or geometry (same formula, charge and spin): 1154.4 kJ/mol

3.
# C38H90N6O4

6 unconnected molecules or ions with the total composition C38H90N6O4 in a non-equilibrium geometry (the ωB97M-V functional and the def2-TZVPD basis, the OMol25 dataset).

Atoms and positions in Å:
O 2.052 -6.496 3.740
C 1.915 -6.331 2.524
C 2.997 -6.811 1.420
C 2.947 -5.463 0.518
C 1.365 -5.303 0.503
C 0.675 -4.135 -0.330
O -0.325 -4.576 -1.262
C -1.440 -5.189 -0.584
O -2.179 -4.264 0.226
C -2.616 -4.845 1.471
C -3.504 -6.153 1.330
O -4.729 -5.964 0.588
N 0.787 -5.635 1.856
H 2.444 -7.643 0.871
H 4.002 -7.163 1.791
H 3.289 -4.634 1.213
H 3.511 -5.613 -0.448
H 1.047 -6.232 -0.102
H 1.447 -3.523 -0.906
H 0.216 -3.398 0.423
H -2.147 -5.522 -1.424
H -1.148 -6.153 -0.042
H -3.268 -4.055 1.986
H -1.726 -5.049 2.154
H -2.914 -7.008 0.837
H -3.763 -6.528 2.379
H -5.315 -6.682 0.909
H 0.617 -4.707 2.292
C -2.975 -4.445 8.030
C -1.474 -4.428 8.292
N -0.839 -5.730 8.140
C 0.522 -5.776 8.665
C 1.574 -4.900 7.986
C -1.035 -6.397 6.858
C -0.586 -5.658 5.597
H -3.476 -5.189 8.655
H -3.403 -3.467 8.266
H -3.205 -4.656 6.983
H -1.331 -4.086 9.323
H -1.011 -3.670 7.646
H 0.874 -6.813 8.667
H 0.482 -5.494 9.724
H 1.878 -5.307 7.021
H 2.473 -4.859 8.609
H 1.233 -3.873 7.843
H -2.101 -6.629 6.753
H -0.551 -7.378 6.882
H -0.895 -4.610 5.593
H -1.034 -6.131 4.717
H 0.493 -5.704 5.464
C 0.947 3.338 0.326
C 0.245 1.994 0.178
N 0.752 0.964 1.075
C 0.287 -0.377 0.735
C -1.212 -0.654 0.843
C 0.741 1.287 2.498
C -0.599 1.654 3.134
H 2.029 3.234 0.211
H 0.594 4.027 -0.446
H 0.742 3.803 1.293
H 0.398 1.665 -0.857
H -0.836 2.144 0.300
H 0.827 -1.113 1.341
H 0.594 -0.587 -0.297
H -1.533 -0.751 1.880
H -1.444 -1.604 0.350
H -1.814 0.117 0.358
H 1.434 2.119 2.664
H 1.183 0.457 3.061
H -1.174 2.357 2.527
H -0.425 2.132 4.103
H -1.214 0.774 3.323
C 7.114 3.052 -4.107
C 5.850 2.318 -3.676
N 5.610 2.359 -2.240
C 4.576 1.428 -1.798
C 3.153 1.660 -2.302
C 5.553 3.685 -1.633
C 4.514 4.669 -2.172
H 7.988 2.684 -3.563
H 7.291 2.890 -5.173
H 7.034 4.130 -3.951
H 5.964 1.272 -3.983
H 4.998 2.717 -4.244
H 4.562 1.395 -0.703
H 4.881 0.419 -2.102
H 2.680 2.504 -1.801
H 2.540 0.779 -2.084
H 3.112 1.823 -3.381
H 6.541 4.148 -1.730
H 5.412 3.583 -0.552
H 4.483 4.692 -3.264
H 4.761 5.681 -1.836
H 3.514 4.447 -1.799
C 2.092 7.755 -6.872
C 2.008 6.804 -5.685
N 0.672 6.699 -5.112
C 0.649 6.027 -3.817
C 1.060 4.556 -3.774
C -0.395 6.319 -6.031
C -0.250 4.995 -6.782
H 1.709 8.745 -6.613
H 3.133 7.869 -7.182
H 1.536 7.381 -7.736
H 2.690 7.187 -4.917
H 2.400 5.824 -5.988
H -0.348 6.128 -3.375
H 1.310 6.581 -3.140
H 0.285 3.907 -4.182
H 1.213 4.251 -2.735
H 1.994 4.368 -4.307
H -0.507 7.118 -6.772
H -1.350 6.318 -5.496
H 0.750 4.857 -7.199
H -0.955 4.971 -7.619
H -0.484 4.141 -6.147
C -5.230 0.009 -0.537
C -4.431 1.065 -1.290
N -5.165 1.689 -2.383
C -4.318 2.477 -3.274
C -3.629 3.711 -2.692
C -6.442 2.302 -2.033
C -6.438 3.396 -0.966
H -5.618 -0.754 -1.217
H -4.587 -0.491 0.193
H -6.067 0.445 0.014
H -3.547 0.564 -1.703
H -4.061 1.809 -0.572
H -4.900 2.778 -4.152
H -3.541 1.812 -3.670
H -4.329 4.534 -2.547
H -2.864 4.065 -3.391
H -3.129 3.502 -1.745
H -7.121 1.509 -1.702
H -6.915 2.695 -2.939
H -5.833 3.132 -0.097
H -7.459 3.562 -0.609
H -6.083 4.348 -1.362

Computed properties:
HOMO-LUMO gap: 8.4 eV
Molecular weight: 695.18 g mol⁻¹
Energy: -57992.3842 eV

Highest occupied orbital energy, record by record: -10.31; -2.13; -7.98 eV